{"formula": "C28H20CuN7S", "method": "ωB97M-V/def2-TZVPD", "species": ["Cu", "C", "C", "C", "C", "N", "C", "N", "C", "N", "C", "N", "C", "C", "C", "C", "C", "N", "C", "C", "C", "C", "C", "C", "H", "H", "H", "H", "H", "H", "H", "H", "H", "H", "H", "H", "C", "C", "C", "C", "N", "C", "C", "C", "C", "C", "C", "N", "H", "H", "H", "H", "H", "H", "H", "H", "S"], "positions_angstrom": [[-0.158, -1.031, -0.159], [-1.090, -1.885, 4.235], [-1.512, -0.706, 4.839], [-1.576, 0.449, 4.088], [-1.192, 0.408, 2.739], [-0.791, -0.729, 2.166], [-0.752, -1.845, 2.893], [-1.312, 1.592, 2.018], [-0.606, 1.810, 0.957], [0.373, 1.058, 0.373], [0.958, 1.809, -0.607], [2.019, 1.591, -1.313], [2.739, 0.407, -1.193], [4.089, 0.447, -1.575], [4.839, -0.707, -1.511], [4.234, -1.887, -1.089], [2.892, -1.846, -0.752], [2.165, -0.730, -0.792], [0.203, 3.087, -0.775], [0.327, 4.127, -1.675], [-0.585, 5.174, -1.573], [-1.572, 5.174, -0.587], [-1.673, 4.128, 0.326], [-0.774, 3.087, 0.202], [-1.036, -2.815, 4.784], [-1.798, -0.692, 5.884], [-1.915, 1.388, 4.502], [-0.455, -2.728, 2.331], [4.503, 1.387, -1.913], [5.885, -0.694, -1.795], [4.783, -2.817, -1.035], [2.330, -2.730, -0.456], [1.101, 4.110, -2.432], [-0.530, 6.004, -2.268], [-2.266, 6.004, -0.532], [-2.430, 4.111, 1.100], [0.388, 0.436, -4.505], [-0.604, 1.386, -4.672], [-1.572, 1.529, -3.693], [-1.501, 0.723, -2.560], [-0.516, -0.153, -2.381], [0.391, -0.309, -3.334], [-2.561, 0.722, -1.501], [-3.695, 1.525, -1.572], [-4.674, 1.380, -0.604], [-4.505, 0.430, 0.388], [-3.333, -0.312, 0.392], [-2.380, -0.154, -0.516], [1.156, 0.279, -5.250], [-0.633, 2.007, -5.558], [-2.361, 2.256, -3.814], [1.151, -1.055, -3.136], [-3.818, 2.252, -2.361], [-5.562, 1.999, -0.633], [-5.250, 0.272, 1.156], [-3.134, -1.058, 1.151], [-0.370, -3.147, -0.368]], "forces_ev_per_a": [[0.00, 0.32, 0.00], [0.02, -0.03, -0.01], [-0.01, 0.02, 0.02], [0.00, -0.03, 0.02], [0.06, 0.11, -0.04], [-0.10, 0.00, 0.14], [0.00, 0.02, -0.02], [-0.01, -0.05, -0.02], [0.06, 0.02, -0.02], [0.03, 0.03, 0.03], [-0.02, 0.02, 0.06], [-0.03, -0.06, -0.01], [-0.04, 0.11, 0.06], [0.02, -0.03, 0.00], [0.02, 0.02, -0.01], [-0.01, -0.03, 0.02], [-0.02, 0.02, 0.00], [0.14, 0.00, -0.10], [0.04, -0.01, -0.01], [-0.03, 0.01, 0.01], [0.02, -0.01, -0.01], [-0.01, -0.01, 0.02], [0.01, 0.01, -0.03], [0.00, -0.01, 0.04], [0.00, -0.01, 0.00], [0.00, -0.01, 0.00], [0.00, 0.01, 0.00], [0.00, 0.01, 0.01], [0.00, 0.01, 0.00], [0.00, -0.01, 0.00], [0.00, -0.01, 0.00], [0.01, 0.01, 0.00], [0.00, 0.00, 0.00], [0.00, 0.00, 0.00], [0.00, 0.00, 0.00], [0.00, 0.00, 0.00], [0.03, -0.01, 0.02], [0.00, 0.01, -0.01], [0.02, 0.02, 0.01], [-0.08, -0.02, 0.07], [-0.05, -0.05, -0.10], [0.00, 0.03, 0.03], [0.07, -0.02, -0.09], [0.01, 0.01, 0.02], [-0.01, 0.01, 0.00], [0.02, -0.01, 0.03], [0.03, 0.03, 0.00], [-0.10, -0.05, -0.05], [0.00, 0.01, -0.01], [0.00, 0.00, 0.00], [0.00, 0.00, 0.01], [0.00, -0.01, 0.00], [0.01, 0.00, 0.00], [0.00, 0.00, 0.00], [-0.01, 0.01, 0.00], [0.00, -0.01, 0.00], [-0.03, -0.40, -0.03]], "charge": -1, "gap_ev": [5.9, 5.6], "homo_energy_ev": [-3.213, -2.918], "lumo_energy_ha": [0.098, 0.098], "s_squared": 0.76, "multiplicity": 2}